[1]
77
Properties=species:S:1:pos:R:3:mulliken_spin:R:1 method="wB97M-V/def2-TZVPD" e_homo_ev="-12.21 / -12.20" e_above_lowest_kcal_mol=84.4 lumo_ev="-6.39 / -6.29" spin_multiplicity=2 e_tot_ev=-218991.3677 s_squared=0.846 charge=+1 gap_ev="5.825 / 5.915"
Ir -0.7270 1.9027 0.5073 0.837
C 0.9745 -1.9936 -1.8969 0.002
C -0.0733 -1.1137 -1.2257 -0.004
C -0.8302 -0.3263 -2.2899 0.007
C -0.9884 -1.9698 -0.3594 -0.003
O 0.5530 -0.1362 -0.3601 0.096
Si 1.8436 -0.3831 0.6182 0.024
S 1.6728 1.5757 1.5651 -0.148
O 1.4955 -1.5412 1.6611 -0.004
C 2.2426 -2.5398 2.3817 0.001
C 2.7244 -3.5934 1.3889 0.001
C 3.4227 -1.8883 3.0911 -0.003
C 1.2682 -3.1452 3.3890 -0.001
O 3.2699 -0.6147 -0.0614 -0.003
C 4.2441 0.1252 -0.8149 0.005
C 4.9401 -0.8921 -1.7174 -0.001
C 3.5656 1.2117 -1.6384 -0.001
C 5.2289 0.7311 0.1799 -0.001
H 0.4665 -2.7084 -2.5379 0.000
H 1.5570 -2.5345 -1.1574 -0.001
H 1.6454 -1.3938 -2.5063 -0.001
H -1.4348 -1.0025 -2.8863 0.000
H -0.1279 0.1871 -2.9427 0.001
H -1.4782 0.4097 -1.8189 0.003
H -1.5601 -2.6504 -0.9841 0.000
H -1.6531 -1.3287 0.2170 0.001
H -0.3844 -2.5460 0.3347 -0.001
H 3.3587 -3.1276 0.6394 0.000
H 1.8776 -4.0640 0.8943 0.000
H 3.2928 -4.3588 1.9084 0.000
H 4.0962 -1.4502 2.3604 0.000
H 3.9618 -2.6314 3.6706 0.000
H 3.0730 -1.1053 3.7593 0.000
H 0.3973 -3.5478 2.8789 0.000
H 0.9407 -2.3900 4.0982 0.000
H 1.7533 -3.9474 3.9353 0.000
H 4.2235 -1.3473 -2.3952 0.000
H 5.3956 -1.6742 -1.1161 0.000
H 5.7159 -0.4039 -2.2987 0.001
H 2.7846 0.7852 -2.2629 0.001
H 4.2909 1.7104 -2.2729 -0.001
H 3.1137 1.9537 -0.9799 -0.001
H 5.7449 -0.0552 0.7247 0.000
H 4.6976 1.3580 0.8926 0.000
H 5.9659 1.3316 -0.3442 0.000
Br 0.7556 3.3962 -1.4340 0.023
C -0.7016 4.5367 -1.9643 -0.002
Br -2.2695 3.8643 -1.0481 0.145
H -0.8371 4.4647 -3.0408 0.000
H -0.4884 5.5465 -1.6166 0.001
N -1.2785 0.8059 2.5573 -0.014
H -0.9325 1.4102 3.2962 0.004
H -0.8742 -0.1198 2.6470 0.004
H -2.2884 0.7495 2.6227 -0.001
O -4.2511 2.4712 -0.1244 0.008
C -3.8621 1.3163 -0.2285 0.003
O -2.7338 0.8420 0.0806 0.132
C -4.8126 0.2928 -0.8587 -0.001
C -6.1585 0.5935 -1.0421 0.003
C -6.9843 -0.3147 -1.6900 0.000
C -6.4832 -1.5150 -2.1630 0.000
C -5.1345 -1.7940 -1.9834 -0.002
C -4.2994 -0.9044 -1.3266 -0.003
N -4.5590 -3.0168 -2.4923 0.000
O -5.3124 -3.8643 -2.9012 0.000
O -3.3464 -3.1054 -2.4749 0.000
H -6.5447 1.5387 -0.6924 0.000
H -8.0252 -0.0708 -1.8338 0.000
H -7.1163 -2.2219 -2.6734 0.000
H -3.2598 -1.1515 -1.2061 0.001
Cl -2.2643 5.9319 3.4787 -0.003
C -0.5883 5.7677 2.9737 -0.023
C -0.5646 4.7771 1.7522 0.005
O -0.4005 5.2561 0.6461 0.002
O -0.7226 3.5835 2.0764 -0.090
H -0.0050 5.3252 3.7799 0.000
H -0.1998 6.7329 2.6554 -0.001


[2]
73
Properties=species:S:1:pos:R:3:mulliken_spin:R:1 method="wB97M-V/def2-TZVPD" e_homo_ev="-14.05 / -14.05" e_above_lowest_kcal_mol=0.0 lumo_ev="-5.64 / -8.12" spin_multiplicity=2 e_tot_ev=-101028.0125 s_squared=0.755 charge=+2 gap_ev="8.416 / 5.928"
Ir 0.2234 0.1826 0.8495 0.822
Cl -2.2181 -0.4624 -5.9155 0.000
C -1.3809 -1.3138 -4.6749 0.000
C -2.0528 -1.6891 -3.5188 0.000
C -1.3603 -2.3586 -2.5215 0.001
Cl -3.6663 -0.3102 -0.6774 0.000
C -2.9785 3.4774 0.1224 0.000
O -2.6351 4.5399 -0.0038 0.000
C 0.6442 -2.2572 -3.8398 0.000
Cl 2.3336 -2.5788 -4.0013 0.000
C -0.0338 -1.6005 -4.8495 0.000
H -3.1057 -1.4708 -3.4135 0.000
H 0.4834 -1.3109 -5.7535 0.000
C 0.1007 2.2036 -3.0573 0.000
C 1.5358 1.6859 -3.1516 0.000
C 1.5742 0.6701 -2.0325 -0.004
O 0.7273 1.2508 -0.9824 -0.022
C -0.1141 2.3113 -1.5595 0.010
H -0.5954 1.4813 -3.4889 0.000
H -0.0429 3.1604 -3.5544 0.000
H 2.2526 2.4893 -2.9768 0.000
H 1.7634 1.2266 -4.1119 0.000
H 2.5590 0.5022 -1.5985 0.002
H 1.1205 -0.2721 -2.3295 0.003
H 0.2274 3.2638 -1.1541 0.001
H -1.1369 2.1176 -1.2458 -0.005
C -1.2013 -3.0105 3.7842 0.013
Si -1.1275 -1.1445 3.8561 0.008
C -0.7235 -0.5718 5.5823 -0.001
C -2.8069 -0.4550 3.3749 0.000
C 0.2633 -0.7728 2.5651 0.008
Si 2.0047 -0.2221 3.2621 0.096
C 1.9564 1.2363 4.4103 0.008
C 3.0475 0.1955 1.7310 -0.001
C 2.7151 -1.7467 4.0642 0.015
H -1.9708 -3.3890 4.4604 0.004
H -0.2533 -3.4656 4.0817 -0.002
H -1.4468 -3.3608 2.7783 0.000
H -1.5014 -0.9543 6.2485 -0.001
H -0.7256 0.5158 5.6775 0.000
H 0.2298 -0.9469 5.9568 0.000
H -3.0307 0.5122 3.8298 0.000
H -3.5562 -1.1425 3.7769 0.001
H -2.9736 -0.3976 2.2970 0.001
H 0.5487 -1.7929 2.2701 0.024
H 1.2840 2.0271 4.0757 -0.002
H 2.9619 1.6623 4.4675 0.002
H 1.6636 0.9472 5.4186 -0.001
H 3.0950 1.2633 1.5134 -0.002
H 2.7561 -0.3371 0.8111 0.001
H 4.0768 -0.1240 1.9181 0.000
H 2.0837 -2.1345 4.8641 -0.001
H 3.6883 -1.5028 4.4985 0.003
H 2.8842 -2.5556 3.3484 -0.001
C -0.0086 -2.6281 -2.6688 -0.004
N 0.7149 -3.2642 -1.6106 0.000
C 0.9434 -2.6141 -0.4554 -0.006
N 1.7611 -3.1701 0.4437 0.002
O 0.3657 -1.5018 -0.2903 0.030
H -1.8708 -2.6652 -1.6214 0.000
H -1.3143 0.1655 0.7972 0.000
H -4.8410 -0.2256 -0.1657 0.000
H 1.1985 -4.1273 -1.8063 0.000
H 2.1856 -4.0696 0.2892 0.000
H 1.9279 -2.7167 1.3233 0.001
S -0.8568 3.9339 3.1076 0.001
C 0.5680 4.1660 2.1971 -0.002
C 0.8831 3.0393 1.5199 -0.012
N -0.0105 2.0026 1.7164 0.010
C -0.9837 2.3563 2.5299 -0.009
H 1.1030 5.1014 2.2091 0.000
H 1.7301 2.8976 0.8689 0.002
H -1.7872 1.6911 2.7972 0.004


[3]
68
Properties=species:S:1:pos:R:3:lowdin_charge:R:1 method="wB97M-V/def2-TZVPD" e_homo_ev=-1.20 e_above_lowest_kcal_mol=0.0 lumo_ev=2.10 e_tot_ev=-154460.2887 charge=-1 gap_ev=3.302
Cu 1.6501 2.0150 -1.8809 0.146
C -4.2352 -3.2698 -0.7377 -0.047
C -3.3952 -3.0800 0.5377 -0.520
C -3.1020 -4.4739 1.1120 -0.048
C -4.2305 -2.2982 1.5579 -0.046
C -2.0450 -2.3514 0.1976 -0.430
O -1.4404 -3.1634 -0.7929 -0.007
C -1.1404 -2.2736 1.4423 -0.110
C 0.2392 -1.6089 1.3166 -0.119
C 1.2248 -2.2948 0.3953 -0.223
C 1.9654 -1.5559 -0.5184 -0.034
C 2.8942 -2.1592 -1.3584 -0.084
C 3.0770 -3.5245 -1.2762 -0.669
Cl 4.2266 -4.3135 -2.3273 0.627
C 2.3689 -4.2884 -0.3595 -0.111
C 1.4527 -3.6682 0.4717 -0.042
C -2.3933 -0.9433 -0.3558 -0.038
N -1.4109 -0.3377 -1.2341 -0.100
C -0.7035 0.7777 -1.0385 -0.159
N 0.0565 1.0173 -2.0886 -0.033
C -0.2483 -0.0043 -2.9349 -0.176
N -1.1414 -0.8427 -2.4611 0.118
H -5.0010 -4.0260 -0.5562 0.081
H -3.6139 -3.5990 -1.5687 0.090
H -4.7574 -2.3581 -1.0341 0.075
H -4.0336 -5.0387 1.1833 0.081
H -2.6769 -4.4231 2.1148 0.078
H -2.4147 -5.0222 0.4676 0.092
H -5.1811 -2.8146 1.7101 0.088
H -4.4642 -1.2874 1.2170 0.080
H -3.7376 -2.2291 2.5284 0.079
H -0.7714 -2.6678 -1.2815 0.079
H -0.9807 -3.2975 1.7783 0.097
H -1.6844 -1.7608 2.2400 0.116
H 0.6685 -1.5897 2.3225 0.127
H 0.1574 -0.5620 1.0252 0.087
H 1.8707 -0.4760 -0.5735 0.078
H 3.4688 -1.5480 -2.0427 0.108
H 2.5370 -5.3555 -0.3024 0.098
H 0.9010 -4.2731 1.1818 0.112
H -2.5278 -0.2472 0.4719 0.139
H -3.3244 -0.9929 -0.9131 0.117
H -0.7638 1.3926 -0.1542 0.124
H 0.2082 -0.1259 -3.9020 0.116
C -0.6146 6.0703 -0.1473 -0.423
S -0.9256 4.4665 -0.9017 0.700
C -2.3809 4.8882 -1.8826 -0.444
H -0.5020 6.8306 -0.9210 0.033
H 0.3260 5.9808 0.3940 0.007
H -1.4088 6.3557 0.5435 0.030
H -3.2467 5.1231 -1.2610 0.025
H -2.6114 4.0211 -2.5008 0.020
H -2.1616 5.7327 -2.5370 0.028
C 5.5148 3.2248 1.0290 -0.265
Ge 3.6078 2.9488 0.5256 0.551
C 3.0325 1.4164 1.6710 -0.264
C 2.7006 4.4474 1.5155 -0.271
C 3.2306 2.7654 -1.2957 -0.509
H 5.6277 3.2535 2.1175 -0.008
H 5.8920 4.1656 0.6201 -0.006
H 6.1287 2.4124 0.6347 -0.006
H 3.2335 1.6124 2.7293 -0.003
H 3.5541 0.5023 1.3786 -0.004
H 1.9552 1.2462 1.5583 -0.020
H 2.9200 4.4325 2.5903 -0.010
H 1.6199 4.3448 1.3790 -0.027
H 3.0052 5.4154 1.1074 -0.006
H 3.9551 3.2873 -1.9261 -0.172


[4]
70
Properties=species:S:1:pos:R:3:mulliken_spin:R:1 method="wB97M-V/def2-TZVPD" e_homo_ev="-11.04 / -10.99" lumo_ev="-5.26 / -7.02" spin_multiplicity=2 e_tot_ev=-82584.0751 s_squared=0.763 charge=+1 gap_ev="5.779 / 3.972"
Cu -15.0805 -17.7932 -0.6409 0.000
C -16.0060 -18.1516 2.7387 -0.002
O -15.8042 -18.0510 1.3472 0.000
H -16.4079 -19.1617 2.9106 0.001
H -15.0649 -18.1579 3.3026 0.000
H -16.6920 -17.3890 3.1178 0.000
C -17.8118 -14.3587 3.3973 0.000
O -18.6337 -13.7753 4.0936 0.000
N -16.5461 -14.6203 3.7581 0.000
N -18.0811 -14.8015 2.1325 0.000
H -16.2439 -14.1792 4.6115 0.000
H -15.9565 -15.2590 3.2615 0.000
H -19.0372 -14.5843 1.8952 0.000
H -17.4453 -15.1389 1.4415 0.000
C -14.6962 -22.8438 3.9421 0.000
C -14.2026 -21.4281 3.6749 -0.001
C -13.7776 -21.2172 2.2169 -0.001
C -12.5562 -21.9520 1.8850 0.000
N -11.6085 -22.5553 1.6478 0.000
H -13.9879 -23.6670 4.0342 0.000
H -15.3097 -23.1803 3.0980 0.000
H -15.3758 -22.8275 4.7944 0.000
H -13.3318 -21.1137 4.2501 0.000
H -15.0871 -20.8322 3.8993 0.000
H -13.6271 -20.1495 2.0408 0.000
H -14.5048 -21.5469 1.4694 0.001
C -14.1343 -19.0631 6.6139 0.000
C -15.2233 -20.0906 6.8836 0.000
C -15.4913 -20.3419 8.3763 0.000
C -14.2687 -20.1974 9.2057 0.000
N -13.3104 -20.0606 9.8206 0.000
H -13.1915 -19.2715 7.1100 0.000
H -14.5373 -18.0854 6.8890 0.000
H -13.9699 -19.0165 5.5353 0.000
H -14.8155 -21.0108 6.4517 0.000
H -16.1661 -19.8477 6.3937 0.000
H -16.0233 -21.2475 8.6594 0.000
H -16.1280 -19.5194 8.7190 0.000
C -11.6735 -18.1703 3.2775 0.000
C -10.3875 -17.5074 3.7829 0.000
C -10.6504 -16.2601 4.6473 0.000
C -11.2518 -16.5126 5.9374 0.000
N -11.8226 -16.7050 6.9154 0.000
H -11.4187 -19.1309 2.8312 0.000
H -12.2175 -17.4924 2.6157 0.000
H -12.3615 -18.3356 4.1113 0.000
H -9.7433 -17.4119 2.9055 0.000
H -9.7908 -18.2376 4.3370 0.000
H -11.2871 -15.5318 4.1457 0.000
H -9.6266 -15.9234 4.8318 0.000
N -21.9190 -18.4972 5.0650 0.000
C -21.7962 -17.2258 4.5152 0.006
C -20.5162 -16.9407 4.2188 0.000
C -19.7332 -18.0171 4.7817 0.001
C -20.6149 -18.9553 5.1958 0.010
H -22.7185 -18.7645 5.6085 0.000
H -22.7457 -16.7301 4.3720 0.000
H -20.2154 -16.0303 3.7257 0.000
H -18.6673 -18.0805 4.9329 0.000
H -20.4747 -19.9674 5.5454 0.000
N -18.3733 -19.5072 0.6997 -0.069
C -18.5220 -20.6074 -0.0915 0.400
C -19.8152 -21.1544 -0.0382 0.030
C -20.4900 -20.2758 0.7885 0.199
C -19.5758 -19.2648 1.2201 0.288
H -17.5229 -18.9677 0.8972 0.012
H -17.7565 -21.0013 -0.7470 0.022
H -20.2633 -21.9886 -0.5481 -0.001
H -21.5603 -20.2667 0.9286 0.001
H -19.7178 -18.3814 1.8314 0.101